[1]
Below is 14 unconnected molecules or ions with the total composition C40H106N6O14 in a non-equilibrium geometry, with properties calculated with ωB97M-V with the def2-TZVPD basis set.

The geometry in XYZ format:
```
166
Properties=species:S:1:pos:R:3:forces:R:3
C 8.082 4.172 -16.515 -0.58 0.39 -0.26
C 7.525 2.736 -16.343 0.67 0.12 0.77
C 7.941 2.296 -14.930 -0.85 -0.31 0.24
C 7.036 2.755 -13.812 -0.79 -0.24 1.55
C 5.517 2.610 -14.013 0.29 0.78 -1.89
C 5.093 3.149 -15.485 0.39 -0.70 1.84
N 6.053 2.607 -16.498 -0.32 -1.87 2.20
O 5.618 2.788 -17.800 0.35 1.06 0.07
C 3.607 2.697 -15.698 0.24 0.75 -1.34
C 5.175 4.685 -15.459 -0.59 0.64 -0.20
C 8.205 1.732 -17.257 0.84 0.09 -1.10
H 9.161 4.263 -16.394 0.01 -0.44 -0.05
H 7.641 4.840 -15.775 0.12 -0.15 0.13
H 7.840 4.635 -17.471 -0.05 -0.14 -0.31
H 7.966 1.206 -14.929 -0.20 -0.18 0.08
H 8.954 2.587 -14.652 0.12 0.24 -0.53
H 7.235 3.737 -13.382 0.26 0.31 -0.64
H 7.296 2.109 -12.973 0.01 -0.12 0.29
H 4.947 3.250 -13.341 0.20 0.09 0.19
H 5.184 1.596 -13.789 -0.05 -0.18 -0.60
H 3.229 3.196 -16.590 0.09 0.00 -0.42
H 3.381 1.643 -15.861 0.65 -0.20 0.22
H 2.892 3.072 -14.965 0.56 -0.06 0.65
H 4.203 5.117 -15.223 -0.02 -0.01 0.04
H 5.887 5.146 -14.776 0.06 -0.48 0.34
H 5.460 5.115 -16.419 -0.15 -0.18 -0.31
H 7.980 0.669 -17.161 -0.95 0.20 0.30
H 9.275 1.702 -17.051 0.24 0.54 0.06
H 8.105 2.009 -18.307 -0.07 -0.06 -0.06
H 5.794 3.727 -17.890 -0.48 0.62 -1.40
C -1.169 5.866 -14.386 0.55 -0.48 0.66
C -1.846 4.478 -14.194 -0.46 0.50 -1.33
C -3.117 4.507 -15.088 -0.19 0.00 2.03
C -2.944 4.408 -16.543 1.33 -0.39 -1.57
C -1.927 3.264 -16.929 -1.29 0.20 -0.29
C -0.659 3.209 -16.063 -0.61 -0.58 -1.43
N -1.090 3.289 -14.662 -0.63 -0.22 -0.43
O -0.019 2.946 -13.823 0.69 0.46 0.40
C -0.021 1.824 -16.405 -0.38 0.44 1.14
C 0.252 4.313 -16.606 0.44 -0.19 1.23
C -2.254 4.255 -12.733 0.22 -0.65 -0.74
H -1.461 6.544 -13.585 -0.13 0.00 0.04
H -1.424 6.348 -15.329 0.12 -0.15 0.01
H -0.089 5.740 -14.304 0.04 0.22 -0.13
H -3.760 3.695 -14.748 -0.22 0.02 0.12
H -3.566 5.474 -14.862 -0.51 -0.09 0.18
H -2.610 5.367 -16.939 0.61 0.10 -0.02
H -3.925 4.375 -17.017 -0.03 -0.78 -0.12
H -1.632 3.325 -17.977 0.21 0.53 -0.10
H -2.366 2.267 -16.939 -0.58 0.03 0.61
H -0.654 1.007 -16.058 -0.15 0.04 0.25
H 0.055 1.669 -17.482 0.31 0.35 0.00
H 0.933 1.728 -15.887 0.16 -0.08 -0.35
H 1.039 4.511 -15.879 0.15 0.20 0.07
H 0.767 3.936 -17.490 -0.32 0.39 -0.32
H -0.348 5.216 -16.724 0.48 0.02 -0.53
H -2.928 5.016 -12.340 0.37 0.25 -0.08
H -1.333 4.127 -12.164 -0.26 0.27 0.40
H -2.816 3.321 -12.704 0.07 -0.20 0.16
H -0.371 2.208 -13.320 0.12 -0.17 0.07
C 5.130 -0.863 -16.915 -0.04 0.26 0.26
O 4.711 -1.962 -16.873 -1.84 -5.20 -0.77
N 5.114 -0.023 -17.886 -1.01 2.58 -6.00
N 5.652 -0.277 -15.923 2.55 2.52 5.45
H 5.396 0.932 -17.722 -0.07 -0.40 -0.67
H 4.869 -0.316 -18.821 -0.15 0.17 0.27
H 5.916 -0.811 -15.108 -0.27 -0.05 0.04
H 5.809 0.714 -16.041 0.53 -0.07 0.68
C 6.152 -1.190 -12.928 0.09 -2.52 -1.64
O 6.019 -1.933 -13.873 -1.03 -1.38 -1.40
N 5.242 -0.778 -12.126 -4.79 1.17 1.72
N 7.308 -0.852 -12.540 6.00 2.25 1.70
H 4.325 -1.049 -12.452 -0.41 0.33 0.66
H 5.407 -0.030 -11.467 -0.48 -0.30 -0.22
H 8.123 -1.230 -13.003 -0.11 0.31 0.29
H 7.336 -0.257 -11.725 1.02 -0.29 -0.25
C 1.403 -1.368 -17.202 -0.53 -1.42 -0.69
C 1.547 -2.450 -18.324 0.74 -0.32 0.25
O 2.820 -3.099 -18.393 -0.99 0.20 -0.43
H 1.530 -1.852 -16.234 0.44 0.10 0.06
H 0.361 -1.045 -17.197 -0.05 0.31 -0.18
H 2.067 -0.512 -17.320 0.07 -0.11 -0.03
H 1.300 -2.069 -19.314 0.06 0.57 -0.12
H 0.865 -3.293 -18.211 -0.51 0.25 0.53
H 3.465 -2.603 -17.883 0.75 0.29 0.51
C 3.344 6.372 -18.267 1.00 0.51 -0.59
C 4.543 6.368 -19.254 -0.21 -0.66 1.52
O 4.854 5.031 -19.624 0.26 0.34 -0.19
H 3.247 7.395 -17.903 -0.60 0.15 -0.22
H 3.477 5.780 -17.362 0.17 -0.36 -0.34
H 2.511 6.008 -18.869 -0.40 0.23 0.50
H 5.459 6.729 -18.786 -0.05 0.29 0.01
H 4.285 7.023 -20.086 0.13 -0.12 -0.31
H 4.037 4.663 -19.969 -0.31 -0.35 -0.30
C 13.215 0.934 -16.947 -0.17 0.56 -0.24
C 13.829 0.239 -18.179 0.60 0.26 1.29
O 12.885 -0.613 -18.755 -1.02 -0.27 -0.76
H 13.657 1.909 -16.742 0.44 -0.07 -0.10
H 13.232 0.388 -16.003 0.16 -0.38 -0.28
H 12.174 1.189 -17.143 -0.17 -0.23 -0.21
H 14.652 -0.412 -17.886 0.44 0.34 0.21
H 14.204 0.960 -18.905 -0.08 0.17 0.05
H 13.003 -0.611 -19.707 -0.12 -0.21 0.01
C 10.529 3.525 -19.203 0.33 0.63 -1.05
C 10.787 4.281 -20.512 -0.82 -0.25 -0.57
O 10.915 5.656 -20.279 0.56 1.21 0.67
H 9.683 3.996 -18.702 0.08 -0.27 0.04
H 11.428 3.627 -18.596 -0.10 -0.12 0.23
H 10.342 2.475 -19.428 -0.06 -0.02 0.20
H 9.964 4.240 -21.225 -0.32 -0.98 0.10
H 11.656 3.908 -21.055 0.29 -0.17 0.19
H 10.382 6.140 -20.915 0.13 -0.05 0.09
C 7.247 2.401 -21.926 -0.52 0.35 0.27
C 6.702 1.162 -21.240 0.92 -0.75 -1.13
O 6.859 0.057 -22.177 -0.11 0.69 0.46
H 8.211 2.364 -22.433 0.03 -0.72 0.18
H 7.356 3.143 -21.134 -0.23 0.42 -0.16
H 6.512 2.715 -22.666 0.08 0.32 0.03
H 5.651 1.328 -21.004 -0.08 -0.06 0.09
H 7.258 0.980 -20.320 -0.04 -0.27 0.12
H 6.430 -0.738 -21.852 -0.06 0.01 0.23
C 8.394 5.978 -12.098 0.34 0.49 -0.46
C 7.508 7.215 -12.423 1.88 -0.53 0.18
O 8.318 8.130 -13.231 -0.75 -0.88 0.36
H 7.979 5.249 -11.402 -0.41 0.22 -0.01
H 9.351 6.290 -11.680 -0.08 0.30 0.17
H 8.684 5.447 -13.005 -0.26 -0.01 -0.20
H 7.315 7.722 -11.477 -0.56 0.01 -0.11
H 6.612 6.876 -12.942 -0.14 0.34 0.05
H 7.744 8.525 -13.891 0.00 0.08 0.00
C 2.023 -0.360 -13.394 -0.76 1.00 -0.41
C 1.411 -1.514 -12.601 0.02 0.93 -1.74
O 2.436 -2.434 -12.482 0.91 -1.14 1.00
H 2.763 -0.618 -14.151 0.23 -0.65 0.33
H 2.431 0.430 -12.763 0.15 -0.07 0.16
H 1.277 0.133 -14.018 -0.40 0.16 0.18
H 0.636 -1.995 -13.198 -0.48 0.30 0.03
H 0.992 -1.148 -11.663 0.01 -0.14 0.26
H 2.042 -3.279 -12.256 0.31 -0.21 0.10
C 2.904 5.096 -12.752 -0.98 -0.48 -0.08
C 1.750 5.879 -12.128 -0.40 -0.46 0.40
O 2.108 6.299 -10.830 1.10 0.43 0.55
H 2.975 4.122 -12.269 0.31 0.13 0.46
H 3.878 5.586 -12.782 -0.21 0.18 0.11
H 2.595 4.791 -13.752 0.08 0.41 -0.27
H 0.887 5.226 -12.007 -0.07 -0.35 -0.45
H 1.397 6.706 -12.745 0.33 0.29 -0.13
H 1.375 6.491 -10.240 -0.26 -0.08 -0.45
C 9.380 -1.817 -18.405 0.37 -1.01 1.73
C 9.973 -1.694 -16.975 1.66 0.58 -1.34
O 11.361 -2.192 -16.949 -1.76 -0.24 0.84
H 9.245 -2.885 -18.577 -0.29 0.01 -0.23
H 10.108 -1.482 -19.143 -0.35 0.50 0.03
H 8.413 -1.316 -18.354 0.00 0.10 -0.70
H 9.363 -2.161 -16.202 0.28 -0.44 -0.18
H 9.992 -0.630 -16.741 0.08 0.22 0.25
H 11.921 -1.575 -17.425 -0.14 0.15 -0.38
C 2.574 2.161 -19.841 0.04 0.85 0.16
C 1.631 3.067 -20.618 -0.07 -1.58 -1.76
O 2.227 4.316 -20.772 0.56 1.54 0.68
H 2.646 2.552 -18.826 -0.23 -0.56 0.37
H 3.596 2.285 -20.200 -0.02 0.01 -0.42
H 2.335 1.101 -19.921 -0.27 0.15 0.36
H 0.589 3.100 -20.302 0.06 0.20 0.88
H 1.530 2.700 -21.639 0.02 -0.66 -0.19
H 1.784 4.823 -21.456 -0.04 -0.03 0.01
```
Positions in Å, forces in eV/Å.

Kohn-Sham gap: 0.327 hartree
ΔE to the lowest compared entry with this formula, charge and spin: 0.000 eV
LUMO energy: 0.2 eV


[2]
Below is a molecular structure, C22H42LaNP3SSe in a non-equilibrium geometry, with properties calculated with ωB97M-V with the def2-TZVPD basis set.

The geometry in XYZ format:
```
71
Properties=species:S:1:pos:R:3:forces:R:3
La 1.735 -0.931 -0.034 -6.03 1.59 -1.60
P 0.767 0.703 2.350 0.08 0.02 1.06
P -1.609 0.584 -0.051 -0.51 -0.44 -0.37
P 1.557 1.695 -1.263 -0.12 1.38 -1.15
H 4.686 -3.375 -0.824 -0.05 0.94 -0.44
C 4.711 -2.307 -0.539 -1.20 0.16 3.82
C 3.729 -1.896 0.385 5.14 -3.47 -0.96
H 2.990 -2.723 0.698 1.38 0.97 -0.02
C 0.310 -0.358 3.773 0.22 -0.22 -0.06
C -0.122 2.210 2.884 -0.08 0.25 -0.55
C 2.451 1.184 2.847 0.43 0.41 -0.13
C -2.598 -0.083 -1.441 0.01 -0.17 -0.23
C -2.664 -0.049 1.300 -0.03 -0.08 0.29
C -2.244 2.299 -0.093 0.08 0.29 0.05
C 3.233 1.806 -1.999 -0.02 0.05 0.22
C 1.406 3.291 -0.426 0.19 0.29 0.59
C 0.558 2.016 -2.763 -0.34 -0.57 -0.25
H 5.656 -1.742 -0.588 -0.68 -0.09 -0.71
H 3.857 -0.980 1.016 0.42 -0.85 -0.26
H 0.794 -1.337 3.694 -0.01 0.18 0.16
H -0.770 -0.500 3.841 0.05 0.07 -0.07
H 0.663 0.177 4.662 -0.16 -0.29 0.02
H -1.203 2.060 2.938 0.19 0.01 -0.08
H 0.100 3.025 2.189 -0.14 0.01 0.19
H 0.236 2.485 3.882 0.02 -0.08 -0.14
H 3.183 0.415 2.589 0.15 -0.06 0.12
H 2.531 1.372 3.920 0.01 -0.03 -0.06
H 2.739 2.108 2.321 -0.02 -0.25 0.14
H -3.610 0.354 -1.450 0.35 -0.19 0.00
H -2.673 -1.174 -1.337 0.01 0.23 -0.10
H -2.098 0.131 -2.390 -0.17 -0.04 0.04
H -3.706 0.224 1.100 0.14 -0.05 0.09
H -2.377 0.361 2.270 -0.08 0.00 -0.04
H -2.593 -1.136 1.355 0.01 0.15 -0.01
H -3.337 2.231 -0.183 0.27 0.15 0.04
H -1.857 2.852 -0.951 -0.09 -0.03 0.05
H -1.997 2.859 0.812 -0.03 -0.07 -0.10
H 3.226 2.674 -2.665 0.28 -0.16 0.06
H 3.483 0.909 -2.574 0.00 0.06 -0.07
H 3.981 1.951 -1.213 0.03 0.04 -0.15
H 1.801 4.104 -1.055 -0.12 -0.30 0.14
H 1.991 3.250 0.501 -0.11 0.26 -0.13
H 0.363 3.518 -0.172 0.23 -0.13 -0.09
H 0.997 2.823 -3.366 -0.03 -0.18 0.27
H -0.488 2.275 -2.545 0.40 -0.14 0.05
H 0.561 1.093 -3.358 -0.11 0.25 -0.07
C 1.756 -2.288 -3.684 -0.18 -0.12 0.55
C 2.756 -3.101 -3.127 0.08 0.41 -0.06
C 4.040 -3.034 -3.680 1.10 0.06 0.85
C 4.391 -2.124 -4.682 -1.51 -0.15 0.39
C 3.389 -1.228 -5.097 0.74 0.04 -0.35
C 2.087 -1.287 -4.607 0.25 0.25 0.30
Se -0.112 -2.673 -3.242 0.63 0.98 -0.53
H -0.516 -1.825 -4.411 -0.17 -0.38 0.74
H 2.559 -3.734 -2.241 -0.06 -0.06 -0.90
H 4.847 -3.638 -3.222 -0.61 0.15 -0.51
H 5.387 -2.111 -5.100 -0.01 0.07 -0.02
H 3.654 -0.471 -5.840 -0.20 -0.17 0.27
H 1.392 -0.475 -4.870 0.11 -0.82 -0.20
S 0.716 -3.228 1.305 -0.28 0.07 0.11
C -1.022 -3.331 1.486 -0.34 -0.23 0.72
N -1.544 -3.321 2.769 -0.38 0.22 -1.52
C -2.898 -3.372 3.008 1.50 -0.19 -0.23
C -3.760 -3.521 1.956 -0.40 0.10 0.07
C -3.266 -3.603 0.653 0.55 -0.29 -0.12
C -1.899 -3.523 0.412 0.12 0.06 0.39
H -0.872 -3.265 3.533 -0.32 0.00 -0.09
H -3.163 -3.319 4.050 -0.27 -0.06 0.11
H -4.824 -3.586 2.151 0.09 0.01 0.00
H -3.936 -3.769 -0.184 -0.06 0.04 0.13
H -1.454 -3.637 -0.579 -0.33 0.13 0.30
```
Positions in Å, forces in eV/Å.

Kohn-Sham gap: 0.233 hartree
ΔE to the lowest compared entry with this formula, charge and spin: 1.785 eV
LUMO energy: -9.9 eV
Charge: +3


[3]
Below is a molecular structure, C6H8S2 in a non-equilibrium geometry, with properties calculated with ωB97M-V with the def2-TZVPD basis set.

The geometry in XYZ format:
```
16
Properties=species:S:1:pos:R:3:forces:R:3
C -1.000 0.000 0.013 -1.99 -0.27 -0.21
C 0.014 -0.769 -0.895 1.14 -3.29 -0.59
C 1.010 -0.132 0.075 1.99 -1.06 0.04
C -0.050 -0.396 1.242 -0.43 0.70 -1.30
C 0.783 1.251 -0.212 -2.95 5.24 -0.42
C -0.569 1.509 -0.106 2.21 -1.70 -1.49
H -3.433 0.517 0.575 0.83 -1.71 -1.27
H -0.007 -1.889 -0.413 -0.24 2.00 -2.29
H 0.325 -0.714 -2.106 -1.50 0.05 3.41
H 2.871 -1.843 -0.133 -0.05 2.01 0.01
H -0.056 -1.451 1.503 -0.27 0.19 0.43
H -0.202 0.387 2.003 0.73 -0.82 0.10
H 1.362 2.055 -0.684 0.66 -0.75 0.67
H -1.033 2.432 -0.477 -0.20 -0.80 0.41
S -2.885 -0.553 -0.242 1.51 2.50 1.86
S 2.871 -0.405 -0.143 -1.45 -2.28 0.64
```
Positions in Å, forces in eV/Å.

Kohn-Sham gap: 0.360 hartree
ΔE to the lowest compared entry with this formula, charge and spin: 4.420 eV
LUMO energy: 0.7 eV


[4]
Below is a molecular structure, C45H32N6O4SW in a non-equilibrium geometry, with properties calculated with ωB97M-V with the def2-TZVPD basis set.

The geometry in XYZ format:
```
89
Properties=species:S:1:pos:R:3:forces:R:3
W -0.051 0.714 0.933 1.93 3.37 -1.24
C -1.687 -1.701 -2.080 -0.78 -1.04 0.29
C -2.842 -2.212 -1.485 0.79 1.14 0.37
C -2.938 -2.182 -0.082 0.72 0.51 1.26
C -1.943 -1.513 0.642 -0.33 0.27 -0.95
N -0.824 -0.939 0.029 -0.86 -3.79 -2.18
C -0.598 -1.386 -1.276 -0.64 1.14 1.04
C -1.882 -1.306 2.085 -0.10 1.50 0.37
C -2.638 -2.016 2.995 0.49 0.15 0.81
C -2.285 -1.876 4.354 -0.40 -0.47 0.04
C -1.342 -0.950 4.748 0.95 1.02 0.33
C -0.774 -0.035 3.822 -0.88 -1.01 -0.07
C -0.998 -0.198 2.451 -2.03 -2.64 2.05
H -1.527 -1.673 -3.145 0.00 -0.39 -0.14
H -3.655 -2.595 -2.068 -0.22 -0.18 -0.31
H -3.753 -2.594 0.530 0.30 0.06 -0.76
H 0.413 -1.632 -1.590 0.47 0.87 -0.06
H -3.452 -2.688 2.722 0.44 0.00 -0.08
H -2.744 -2.539 5.100 0.16 0.39 -0.35
H -0.982 -0.871 5.795 -0.61 -0.19 -0.70
H -0.172 0.799 4.151 0.08 -0.21 0.29
S 3.708 1.186 3.224 0.67 0.51 0.73
C 3.657 -0.438 2.645 0.25 -1.37 1.02
C 4.426 -1.517 3.182 0.31 0.83 -0.20
C 3.967 -2.796 2.985 -0.20 -0.04 0.10
C 2.810 -3.012 2.219 -0.46 -0.03 -1.22
C 2.158 -1.990 1.528 0.09 -0.07 0.90
C 2.487 -0.674 1.932 0.35 0.34 0.01
N 1.685 0.481 1.914 1.03 0.67 0.85
C 2.153 1.505 2.676 -0.79 -1.13 -1.28
C 1.212 2.594 2.956 1.25 1.64 0.85
C 1.483 3.742 3.774 -0.09 0.22 0.39
C 0.444 4.658 4.064 0.52 -1.29 -0.86
C -0.831 4.406 3.502 -0.38 0.09 0.57
C -1.092 3.269 2.746 1.10 -0.18 0.03
C -0.028 2.404 2.398 -0.59 -0.71 -0.38
H 5.329 -1.319 3.780 -0.55 -0.08 -0.38
H 4.474 -3.663 3.411 -0.09 0.42 -0.03
H 2.417 -4.029 2.100 0.42 0.39 -0.16
H 1.421 -2.211 0.755 -0.02 0.11 0.42
H 2.499 3.923 4.195 -0.88 -0.26 -0.34
H 0.578 5.513 4.732 0.16 -0.33 -0.42
H -1.635 5.118 3.733 0.26 -0.42 -0.08
H -2.083 2.962 2.418 0.00 0.58 0.00
N -8.648 3.342 -4.066 1.52 0.20 0.41
C -7.546 3.384 -3.703 -1.18 -0.30 -0.36
C -6.199 3.311 -3.175 -0.61 0.19 0.25
C -5.303 4.359 -3.348 0.53 -0.10 -0.21
C -4.032 4.299 -2.772 -0.86 -0.88 0.14
C -3.687 3.155 -2.030 0.14 0.36 -0.42
C -4.595 2.102 -1.828 -0.37 1.35 -0.32
C -5.871 2.227 -2.367 0.56 -0.81 0.17
N -2.387 3.068 -1.455 0.12 -0.18 0.70
C -1.422 4.085 -1.292 -0.30 -0.50 0.09
C -0.582 3.666 -0.325 0.24 -1.14 0.49
N -0.978 2.352 0.094 -0.98 1.38 -1.84
C -2.060 2.054 -0.596 -0.47 1.39 -0.43
H -5.586 5.190 -3.989 0.08 -0.03 0.27
H -3.370 5.137 -2.884 0.27 0.02 -0.04
H -4.365 1.285 -1.168 -0.17 -0.21 -0.21
H -6.575 1.421 -2.164 -0.02 0.37 -0.20
H -1.343 4.988 -1.894 -0.36 -0.42 0.28
H 0.268 4.187 0.128 -0.29 -0.60 -0.36
H -2.767 1.234 -0.447 1.01 0.05 0.05
O 4.156 -2.154 -1.552 -2.03 -0.34 0.17
C 3.103 -2.841 -1.621 0.57 -0.90 -0.40
O 1.857 -2.574 -1.580 0.91 1.47 0.56
C 3.224 -4.342 -1.935 0.14 -0.41 -0.28
C 4.331 -4.813 -2.657 0.20 0.63 0.06
C 4.286 -6.059 -3.264 -0.16 -0.55 -0.10
C 3.178 -6.875 -3.082 -0.01 0.03 0.60
C 2.150 -6.483 -2.220 -0.21 -0.55 -0.09
C 2.124 -5.209 -1.693 0.88 0.59 -0.04
H 5.223 -4.167 -2.806 -0.90 -0.34 0.23
H 5.107 -6.439 -3.871 -0.09 0.27 0.07
H 3.123 -7.848 -3.540 0.11 -0.19 -0.11
H 1.368 -7.207 -1.954 0.19 0.39 -0.32
H 1.263 -4.861 -1.115 0.43 -0.03 -0.20
O 0.259 0.454 -2.739 0.03 0.86 1.09
C 1.222 1.011 -2.210 1.03 -0.34 0.14
C 2.506 1.311 -3.030 -1.29 -0.09 -1.09
C 3.534 1.501 -1.998 1.17 0.47 1.45
C 2.636 2.128 -0.881 1.35 -1.40 -1.46
O 3.009 3.115 -0.299 -1.10 0.03 1.29
N 1.408 1.395 -0.860 -0.38 0.16 -1.13
H 2.368 2.214 -3.653 -0.14 -0.21 0.35
H 2.691 0.502 -3.726 -0.13 -0.30 -0.01
H 4.401 2.152 -2.260 -0.84 -0.25 0.22
H 3.953 0.524 -1.673 -0.43 0.43 0.01
```
Positions in Å, forces in eV/Å.

Spin multiplicity: 3
Kohn-Sham gap (alpha / beta): 0.219 / 0.226 hartree
LUMO energy (alpha / beta): -1.7 / -1.5 eV
<S²>: 2.02


Number 1: calculated total energy -80798.7295 eV. Number 2: calculated total energy -129867.2752 eV. Number 3: calculated total energy -28017.6219 eV. Number 4: calculated total energy -76972.5639 eV.